1.
A cluster of 12 separate species, C35H88F6NO37S13 in total at a distorted geometry, computed with ωB97M-V/def2-TZVPD.

Geometry as ORCA input:
```
! wB97M-V def2-TZVPD RIJCOSX def2/J DEFGRID3
* xyz 0 2
C -0.67 -0.65 -1.88
F -0.12 -0.17 -2.96
F -1.80 -1.25 -2.20
F 0.08 -1.63 -1.32
S -1.10 0.82 -0.65
O -1.49 1.89 -1.53
O -2.20 0.31 0.23
N 0.45 1.09 0.07
S 0.21 1.20 1.55
O -0.69 2.29 1.97
O 0.08 -0.10 2.23
C 1.97 1.68 2.19
F 2.40 2.80 1.55
F 1.95 1.90 3.49
F 2.77 0.65 2.04
O 7.25 -2.57 2.74
S 6.68 -1.64 1.75
O 5.24 -1.60 1.51
O 7.12 -0.07 2.09
C 6.61 1.03 1.33
C 7.14 2.35 1.82
C 7.62 -1.74 0.11
H 5.53 0.92 1.37
H 6.74 0.89 0.26
H 8.15 2.29 2.22
H 6.60 2.61 2.73
H 7.01 3.08 1.02
H 7.30 -0.96 -0.59
H 7.25 -2.70 -0.27
H 8.68 -1.76 0.35
O -3.49 -4.47 3.94
S -2.27 -4.13 3.16
O -0.89 -4.24 3.72
O -2.29 -5.00 1.73
C -1.16 -4.99 0.89
C -1.61 -4.57 -0.49
C -2.40 -2.38 2.50
H -0.78 -6.01 0.95
H -0.34 -4.35 1.21
H -2.43 -5.25 -0.72
H -0.80 -4.79 -1.19
H -2.03 -3.57 -0.57
H -3.41 -2.31 2.10
H -1.63 -2.28 1.73
H -2.31 -1.70 3.35
O 5.00 -1.91 -2.22
S 4.46 -0.59 -2.36
O 5.36 0.53 -2.36
O 3.61 -0.53 -3.78
C 2.58 -1.55 -3.96
C 1.85 -1.25 -5.30
C 3.18 -0.20 -1.13
H 1.86 -1.65 -3.15
H 3.07 -2.50 -4.16
H 1.15 -0.43 -5.16
H 1.28 -2.09 -5.68
H 2.55 -0.96 -6.09
H 3.48 -0.51 -0.13
H 2.16 -0.56 -1.30
H 3.12 0.89 -1.10
O 5.48 2.35 7.75
S 5.88 2.51 6.31
O 7.28 2.71 6.01
O 5.25 1.30 5.36
C 4.73 0.14 6.00
C 3.91 -0.87 5.14
C 4.97 3.94 5.58
H 4.08 0.53 6.79
H 5.53 -0.46 6.42
H 3.05 -1.30 5.64
H 4.44 -1.63 4.58
H 3.37 -0.34 4.36
H 5.32 4.81 6.13
H 3.91 3.81 5.80
H 5.17 4.03 4.51
O -1.28 5.37 -4.80
S -0.98 4.20 -5.62
O -0.86 4.26 -7.09
O 0.35 3.46 -5.06
C 0.78 3.77 -3.77
C 1.60 2.76 -3.12
C -2.21 2.83 -5.20
H -0.15 3.96 -3.22
H 1.21 4.77 -3.85
H 1.62 2.97 -2.05
H 2.63 2.76 -3.46
H 1.26 1.73 -3.19
H -1.93 2.48 -4.21
H -2.00 2.13 -6.00
H -3.24 3.19 -5.29
O -6.92 -2.68 -0.71
S -5.51 -2.53 -0.38
O -4.92 -1.30 0.25
O -4.96 -3.87 0.48
C -5.88 -4.81 0.98
C -6.05 -6.09 0.06
C -4.58 -2.94 -1.89
H -6.87 -4.39 1.15
H -5.46 -5.11 1.94
H -5.09 -6.59 -0.10
H -6.47 -5.75 -0.89
H -6.72 -6.89 0.38
H -4.99 -2.64 -2.85
H -4.50 -4.02 -1.90
H -3.57 -2.58 -1.68
O -0.37 -7.06 -2.63
S -0.69 -7.27 -4.04
O -1.52 -8.39 -4.53
O -1.12 -5.78 -4.72
C -0.42 -4.66 -4.36
C -1.25 -3.41 -4.71
C 0.99 -7.42 -4.97
H 0.57 -4.55 -4.81
H -0.29 -4.48 -3.29
H -2.26 -3.41 -4.30
H -1.31 -3.23 -5.79
H -0.86 -2.46 -4.33
H 1.19 -8.49 -4.98
H 1.79 -6.92 -4.44
H 0.91 -6.97 -5.96
O -7.28 3.00 -2.31
S -5.84 3.11 -2.59
O -5.26 3.49 -3.88
O -5.08 3.98 -1.37
C -4.14 5.04 -1.73
C -4.76 6.45 -1.76
C -5.11 1.48 -2.07
H -3.61 4.76 -2.63
H -3.41 5.03 -0.92
H -3.96 7.19 -1.84
H -5.31 6.74 -0.87
H -5.19 6.68 -2.73
H -4.06 1.46 -2.34
H -5.52 0.67 -2.68
H -5.35 1.41 -1.01
O 2.92 -7.45 1.37
S 2.99 -6.45 2.43
O 4.27 -6.29 3.15
O 2.63 -4.93 1.85
C 2.95 -3.77 2.59
C 1.92 -2.69 2.18
C 1.58 -6.70 3.57
H 4.01 -3.50 2.52
H 2.71 -3.90 3.65
H 0.94 -3.13 2.35
H 1.97 -2.46 1.11
H 2.12 -1.81 2.78
H 0.61 -6.60 3.09
H 1.71 -5.92 4.32
H 1.72 -7.57 4.23
O -0.73 5.85 -1.92
S 0.35 6.26 -1.05
O 1.66 6.73 -1.59
O -0.30 7.51 -0.16
C 0.55 8.33 0.54
C -0.22 8.85 1.83
C 0.62 5.05 0.36
H 0.79 9.11 -0.19
H 1.49 7.86 0.80
H -0.22 8.05 2.57
H -1.25 9.13 1.62
H 0.34 9.67 2.26
H 1.18 4.17 0.04
H -0.39 4.78 0.65
H 1.07 5.67 1.14
O -7.31 2.16 3.71
S -6.36 2.24 2.63
O -6.87 2.44 1.27
O -5.32 3.41 3.04
C -4.41 3.82 2.00
C -3.25 4.60 2.63
C -5.21 0.72 2.79
H -4.96 4.43 1.28
H -4.02 3.01 1.39
H -2.54 3.80 2.85
H -3.43 5.13 3.56
H -2.99 5.37 1.91
H -5.92 -0.10 2.76
H -4.72 0.93 3.75
H -4.52 0.63 1.95
*
```

LUMO (spin up / spin down): -1.55 / -7.10 eV
Electronic energy: -272116.570 eV
Max |F|: 7.2 eV/Å
Kohn-Sham gap (spin up / spin down): 9.53 / 3.99 eV

Atom charges from the Löwdin analysis, given in e for atoms 1 to 4:
1 C -0.64
2 F 0.17
3 F 0.16
4 F 0.12

=====

2.
A cluster of 2 separate species, C8H14O2 in total at a distorted geometry, computed with ωB97M-V/def2-TZVPD.

Geometry as ORCA input:
```
! wB97M-V def2-TZVPD RIJCOSX def2/J DEFGRID3
* xyz 0 1
O -0.99 -3.80 -0.12
C -0.54 -2.93 0.68
C -0.49 -1.50 0.30
C 0.43 -0.52 1.06
C -0.31 0.64 0.37
C 0.48 1.83 -0.09
C -0.22 3.12 -0.44
C 0.62 3.03 0.81
C -0.82 -0.37 -0.68
H 0.41 -3.26 1.16
H -1.57 -1.64 0.92
H 1.47 -0.61 0.71
H 0.44 -0.55 2.16
H -1.15 0.98 1.00
H 1.36 1.59 -0.70
H -1.31 3.14 -0.31
H 0.15 3.70 -1.28
H 1.58 3.56 0.82
H 0.11 3.00 1.77
H -1.87 -0.30 -1.02
H -0.16 -0.38 -1.56
O 1.08 -2.85 -1.67
H 0.25 -3.59 -1.46
H 1.06 -2.27 -2.43
*
```

LUMO: 0.43 eV
Electronic energy: -12613.323 eV
Relative energy (zero: lowest compared OMol25 entry of this formula, charge and spin): 4.756 eV
SMILES: O=C[C@H]1C[C@@H](C2CC2)C1.O
Max |F|: 8.0 eV/Å
Kohn-Sham gap: 9.81 eV

Atom charges from the Löwdin analysis, given in e for atoms 1 to 4:
1 O -0.07
2 C -0.24
3 C -0.26
4 C -0.09

=====

3.
A cluster of 3 separate species, C7H16N8 in total at a distorted geometry, computed with ωB97M-V/def2-TZVPD.

Geometry as ORCA input:
```
! wB97M-V def2-TZVPD RIJCOSX def2/J DEFGRID3
* xyz 2 1
C -0.70 0.31 -3.23
C -1.41 -0.23 -2.04
C 0.47 0.74 -2.67
C 1.24 1.04 -0.43
C -0.95 -0.56 1.75
C -2.68 -0.88 -2.21
C 1.61 1.58 -3.27
N -0.68 -0.22 -0.92
N 0.70 1.18 1.50
N -0.23 0.58 1.97
N 0.47 0.51 -1.27
N -2.09 -0.35 3.81
N -1.88 -0.97 2.60
N 2.36 0.37 2.29
N 2.12 -0.82 2.94
H -1.13 0.33 -4.29
H 1.89 1.76 -0.81
H -1.03 -0.89 0.70
H -3.04 -1.23 -1.28
H -3.58 -0.26 -2.69
H -2.60 -1.83 -2.89
H 1.49 1.37 -4.28
H 1.52 2.54 -2.95
H 2.56 1.18 -2.84
H -1.46 0.29 4.18
H -2.76 -0.74 4.43
H -2.33 -1.89 2.39
H 3.04 0.39 1.48
H 2.51 1.26 2.88
H 1.88 -0.71 3.85
H 2.98 -1.35 2.70
*
```

LUMO: -7.98 eV
Electronic energy: -19414.115 eV
Max |F|: 5.5 eV/Å
Kohn-Sham gap: 7.44 eV

Atom charges from the Löwdin analysis, given in e for atoms 1 to 4:
1 C 0.11
2 C -0.28
3 C -0.18
4 C 0.18

=====

4.
A cluster of 2 separate species, CH5FOSi in total at a distorted geometry, computed with ωB97M-V/def2-TZVPD.

Geometry as ORCA input:
```
! wB97M-V def2-TZVPD RIJCOSX def2/J DEFGRID3
* xyz 0 1
C -1.15 -0.35 1.24
O 1.54 1.22 -0.81
F -0.42 -1.38 1.87
Si 0.31 0.15 -1.07
H -1.23 0.44 2.08
H -2.15 -0.72 0.74
H 2.45 0.97 -0.75
H -0.46 0.72 -2.04
H 1.11 -1.06 -1.26
*
```

LUMO: 0.36 eV
Electronic energy: -13758.132 eV
Relative energy (zero: lowest compared OMol25 entry of this formula, charge and spin): 2.190 eV
Max |F|: 5.2 eV/Å
Kohn-Sham gap: 8.80 eV

Atom charges from the Löwdin analysis, given in e for atoms 1 to 4:
1 C -0.18
2 O -0.30
3 F -0.19
4 Si 0.71

=====

5.
A structure of composition C11H14AuF6N4O6S, computed with ωB97M-V/def2-TZVPD.

Geometry as ORCA input:
```
! wB97M-V def2-TZVPD RIJCOSX def2/J DEFGRID3
* xyz 1 1
Au 0.14 -0.29 -0.85
C 0.78 0.18 4.10
O 1.35 -0.81 3.22
C 1.45 -0.46 1.96
O 1.17 0.62 1.48
N 1.98 -1.49 1.21
N 1.89 -1.42 -0.20
H 0.82 -0.26 5.09
H -0.25 0.38 3.81
H 1.37 1.09 4.06
H 2.02 -2.41 1.61
H 1.81 -2.36 -0.57
H 2.72 -0.97 -0.56
O 0.43 -0.80 -3.40
N 1.14 0.19 -3.36
O 1.71 0.74 -4.24
O 1.31 0.73 -2.10
C -2.36 -2.73 1.60
C -1.70 -2.34 0.27
O -0.84 -1.27 0.53
C -2.81 -1.97 -0.74
F -3.77 -2.90 -0.78
F -2.33 -1.81 -1.98
F -3.38 -0.81 -0.37
C -0.87 -3.53 -0.25
F -0.10 -3.19 -1.31
F -1.61 -4.57 -0.61
F -0.01 -3.94 0.71
H -3.05 -1.95 1.89
H -1.59 -2.83 2.36
H -2.90 -3.67 1.50
S -1.43 1.31 -1.22
C -0.37 2.70 -1.22
N 0.52 2.87 -0.22
C 1.38 3.89 -0.15
C 1.36 4.87 -1.11
C 0.43 4.76 -2.14
C -0.43 3.68 -2.20
H 0.60 2.12 0.48
H 2.06 3.89 0.69
H 2.06 5.69 -1.05
H 0.40 5.51 -2.92
H -1.13 3.56 -3.01
*
```

LUMO: -4.70 eV
Electronic energy: -60702.409 eV
Max |F|: 0.7 eV/Å
Kohn-Sham gap: 7.83 eV

Atom charges from the Löwdin analysis, given in e for atoms 1 to 4:
1 Au 1.12
2 C 0.01
3 O 0.01
4 C -0.58

=====

6.
A cluster of 6 separate species, C14H39BF4N2O8PS2 in total at a distorted geometry, computed with ωB97M-V/def2-TZVPD.

Geometry as ORCA input:
```
! wB97M-V def2-TZVPD RIJCOSX def2/J DEFGRID3
* xyz 1 1
N -24.31 -9.55 25.11
H -24.91 -9.09 25.81
H -24.93 -9.93 24.40
H -23.75 -10.25 25.59
H -23.66 -8.88 24.67
N -22.49 -8.68 19.92
H -21.85 -8.07 19.42
H -22.06 -9.56 20.21
H -23.34 -8.82 19.35
H -22.85 -8.18 20.75
B -23.78 -7.53 22.79
F -23.44 -7.07 24.07
F -23.41 -8.91 22.78
F -25.18 -7.50 22.68
F -23.17 -6.80 21.78
C -22.67 -3.27 18.21
C -22.71 -4.03 19.55
C -23.54 -3.13 20.45
S -22.99 -1.47 20.11
O -21.98 -1.07 21.05
O -24.14 -0.63 19.88
C -22.16 -1.88 18.56
H -23.67 -3.17 17.79
H -22.04 -3.80 17.50
H -21.67 -4.06 19.88
H -23.14 -5.03 19.49
H -23.60 -3.32 21.52
H -24.56 -3.13 20.04
H -21.10 -1.82 18.78
H -22.38 -1.10 17.83
C -28.06 -8.55 21.48
C -28.44 -7.44 20.50
C -27.21 -7.12 19.68
S -26.54 -8.76 19.31
O -25.10 -8.69 19.52
O -26.99 -9.31 18.07
C -27.34 -9.63 20.70
H -29.00 -8.94 21.89
H -27.43 -8.22 22.30
H -28.85 -6.58 21.03
H -29.22 -7.80 19.83
H -26.42 -6.72 20.32
H -27.32 -6.56 18.76
H -26.47 -10.04 21.20
H -27.90 -10.42 20.19
C -20.44 -3.67 22.82
C -21.00 -4.90 23.56
O -20.70 -4.82 24.97
P -19.49 -5.67 25.50
O -19.30 -6.96 24.83
O -18.27 -4.66 25.40
C -16.99 -5.16 24.97
C -16.68 -4.75 23.54
O -19.72 -5.75 27.04
C -20.75 -6.57 27.60
C -21.75 -5.72 28.37
H -20.20 -3.99 21.80
H -21.12 -2.82 22.79
H -19.52 -3.36 23.32
H -22.08 -4.92 23.45
H -20.63 -5.83 23.13
H -16.25 -4.69 25.63
H -16.88 -6.23 25.10
H -17.35 -5.30 22.88
H -16.80 -3.68 23.39
H -15.65 -5.05 23.38
H -21.25 -7.12 26.81
H -20.31 -7.30 28.29
H -21.26 -5.03 29.05
H -22.39 -5.20 27.65
H -22.34 -6.39 29.00
*
```

LUMO: -3.29 eV
Electronic energy: -77019.614 eV
Relative energy (zero: lowest compared OMol25 entry of this formula, charge and spin): 0.000 eV
Max |F|: 1.5 eV/Å
Kohn-Sham gap: 8.84 eV

Atom charges from the Löwdin analysis, given in e for atoms 1 to 4:
1 N 0.32
2 H 0.16
3 H 0.15
4 H 0.16

=====

> Among the records above, which one has the lowest electronic energy?

C35H88F6NO37S13